(1)
Formula: C3H9NO
Source: OMol25
Level of theory: ωB97M-V/def2-TZVPD

Output
electronic energy: -6783.9998 eV
total charge: +1
2S+1: 2
<S²>: 0.754
relative energy (zero: lowest compared OMol25 entry of this formula, charge and spin): 53.3 kcal/mol
strongest force on any atom: 4.1 eV Å⁻¹
HOMO (spin up / spin down): -12.916 / -12.826 eV
HOMO-LUMO gap (spin up / spin down): 9.01 / 3.24 eV

Cartesian coordinates (Å):
C -0.6193 -2.1658 0.9803
N -1.7057 -1.8823 1.9637
H -0.4084 -1.1647 0.5835
H -0.9349 -2.7290 0.0965
H 0.2865 -2.5079 1.4630
H -1.4487 -2.3536 2.8380
H -1.7363 -0.8721 2.1300
O 1.6493 0.3680 -0.7612
C 1.5260 1.3693 -1.4095
C 0.4329 2.3868 -1.3627
H 2.2113 1.5493 -2.2963
H 0.9083 3.3598 -1.5927
H -0.0030 2.4371 -0.3662
H -0.1581 2.2052 -2.2665

natural (NBO) atomic charge list, values in e, 5 entries:
1 C -0.49
2 N -0.21
3 H 0.27
4 H 0.31
5 H 0.28


(2)
Formula: C3H9NO
Source: OMol25
Level of theory: ωB97M-V/def2-TZVPD

Output
electronic energy: -6779.9357 eV
total charge: +1
2S+1: 2
<S²>: 0.753
relative energy (zero: lowest compared OMol25 entry of this formula, charge and spin): 147.0 kcal/mol
strongest force on any atom: 1.9 eV Å⁻¹
HOMO (spin up / spin down): -15.966 / -15.092 eV
HOMO-LUMO gap (spin up / spin down): 7.10 / 6.23 eV

Cartesian coordinates (Å):
C 0.3912 -0.4546 -0.5750
C -1.0937 -0.2240 -0.3177
C -1.5138 -0.6090 0.9808
N -1.7941 0.3083 -1.2590
H 0.7094 0.4103 -1.1621
H 0.7469 -1.3028 -1.1549
H 0.9574 -0.3992 0.3476
H -0.8941 -1.3627 1.4537
H -2.3985 -0.1540 1.4276
H 3.8446 0.1486 -0.8890
H -2.8064 0.2689 -1.0885
H 0.3865 2.0957 1.3538
H 0.4003 1.3623 1.2224
O 3.0641 -0.0878 -0.3396

natural (NBO) atomic charge list, values in e, 5 entries:
1 C -0.68
2 C 0.07
3 C 0.20
4 N -0.25
5 H 0.27


(3)
Formula: C3H9NO
Source: OMol25
Level of theory: ωB97M-V/def2-TZVPD

Output
electronic energy: -6783.0745 eV
total charge: +1
2S+1: 2
<S²>: 0.756
relative energy (zero: lowest compared OMol25 entry of this formula, charge and spin): 74.6 kcal/mol
strongest force on any atom: 6.1 eV Å⁻¹
HOMO (spin up / spin down): -13.039 / -13.039 eV
HOMO-LUMO gap (spin up / spin down): 7.05 / 2.56 eV

Cartesian coordinates (Å):
C -1.7840 2.5038 -0.3899
C -2.0050 3.6317 -1.3918
H -2.5116 1.7454 -0.1818
H -1.4905 3.0451 0.5954
H -1.1092 1.8254 -0.7750
H -1.8782 3.3112 -2.5508
H -2.8663 4.2138 -1.1865
H -1.0747 4.2735 -1.2184
C 1.7653 -3.9828 1.1291
N 3.1061 -4.1964 1.3447
O 1.0574 -4.9067 0.7662
H 1.5882 -2.9556 0.9631
H 3.8204 -3.4396 1.3554
H 3.3821 -5.0688 1.5403

natural (NBO) atomic charge list, values in e, 5 entries:
1 C -0.62
2 C -0.60
3 H 0.20
4 H 0.20
5 H 0.20


(4)
Formula: C3H9NO2
Source: OMol25
Level of theory: ωB97M-V/def2-TZVPD

Output
electronic energy: -8840.7339 eV
structure (SMILES): CC=O.NCO
total charge: 0
relative energy (zero: lowest compared OMol25 entry of this formula, charge and spin): 51.2 kcal/mol
strongest force on any atom: 2.9 eV Å⁻¹
HOMO: -9.896 eV
HOMO-LUMO gap: 10.42 eV

Cartesian coordinates (Å):
O 4.0641 0.2115 -0.9187
C 3.2534 -0.6331 -0.6503
C 3.0400 -1.1453 0.8026
H 2.9421 -1.3273 -1.4503
H 2.4845 -2.0719 0.8367
H 2.5764 -0.3093 1.3351
H 4.0014 -1.1359 1.3212
N -3.8165 0.5686 0.1862
C -2.7089 1.3230 -0.4126
O -1.5700 0.5748 -0.7328
H -4.2391 -0.1489 -0.3782
H -3.3875 0.1108 0.9796
H -3.0278 1.8818 -1.2789
H -2.4518 2.0444 0.3685
H -1.1602 0.0568 -0.0080

natural (NBO) atomic charge list, values in e, 5 entries:
1 O -0.51
2 C 0.44
3 C -0.74
4 H 0.11
5 H 0.22


(5)
Formula: C3H9NO2
Source: OMol25
Level of theory: ωB97M-V/def2-TZVPD

Output
electronic energy: -8841.2940 eV
structure (SMILES): CC(N)=O.CO
total charge: 0
relative energy (zero: lowest compared OMol25 entry of this formula, charge and spin): 38.3 kcal/mol
strongest force on any atom: 3.6 eV Å⁻¹
HOMO: -9.860 eV
HOMO-LUMO gap: 10.47 eV

Cartesian coordinates (Å):
C 1.2391 -0.4470 -0.5385
C 1.4288 -1.8592 -0.0420
O 0.5403 -2.6886 -0.2518
N 2.6078 -2.1893 0.4794
H 0.1823 -0.1213 -0.3684
H 1.5377 -0.4001 -1.6997
H 2.6481 -3.0494 0.9252
H 3.3435 -1.5343 0.5993
H 1.9626 0.2775 -0.0080
C -2.7065 1.8695 0.5537
O -2.6366 2.6340 -0.6944
H -1.9948 2.1593 -1.3491
H -2.7191 2.7159 1.2769
H -3.6291 1.3828 0.5640
H -1.8042 1.2500 0.5532

natural (NBO) atomic charge list, values in e, 5 entries:
1 C -0.71
2 C 0.65
3 O -0.62
4 N -0.80
5 H 0.24


(6)
Formula: C3H9NO2
Source: OMol25
Level of theory: ωB97M-V/def2-TZVPD

Output
electronic energy: -8840.5219 eV
structure (SMILES): OCCNCO
total charge: 0
relative energy (zero: lowest compared OMol25 entry of this formula, charge and spin): 56.1 kcal/mol
strongest force on any atom: 3.2 eV Å⁻¹
HOMO: -9.089 eV
HOMO-LUMO gap: 9.98 eV

Cartesian coordinates (Å):
C -0.1975 -0.4217 -0.9351
C 1.2619 -0.2325 -0.7362
O 2.0376 -1.0066 -1.6769
N -0.9354 -0.2497 0.3338
C -0.7939 0.9358 1.1178
O -1.7186 0.9501 2.2293
H -0.6385 0.0869 -1.8596
H -0.3901 -1.4850 -1.0926
H 1.5055 -0.7890 0.1915
H 1.6579 0.8008 -0.6895
H 2.9329 -1.1555 -1.3772
H -1.8817 -0.4831 0.0674
H 0.2309 1.2363 1.3885
H -1.2288 1.7914 0.5724
H -1.8419 0.0217 2.4665

natural (NBO) atomic charge list, values in e, 5 entries:
1 C -0.24
2 C -0.08
3 O -0.74
4 N -0.65
5 C 0.10


(7)
Formula: C3H9NO2
Source: OMol25
Level of theory: ωB97M-V/def2-TZVPD

Output
electronic energy: -8840.9421 eV
structure (SMILES): NCCC=O.O
total charge: 0
relative energy (zero: lowest compared OMol25 entry of this formula, charge and spin): 46.4 kcal/mol
strongest force on any atom: 1.9 eV Å⁻¹
HOMO: -9.797 eV
HOMO-LUMO gap: 10.62 eV

Cartesian coordinates (Å):
C 0.2897 1.3088 -0.3007
C -0.9559 0.8422 0.4943
C -1.1717 1.7690 1.6619
O -1.9647 2.6630 1.6856
N 1.2623 0.2743 -0.6246
H -0.1275 1.6005 -1.2646
H 0.6984 2.2682 0.1015
H -1.8882 0.9388 -0.0712
H -0.7453 -0.1912 0.7480
H -0.5599 1.5007 2.5556
H 1.9120 0.6932 -1.2914
H 1.9563 0.1486 0.1150
H -0.1146 -5.1934 -1.4725
H 1.0040 -4.0157 -1.3924
O 0.4050 -4.6069 -0.9446

natural (NBO) atomic charge list, values in e, 5 entries:
1 C -0.22
2 C -0.53
3 C 0.45
4 O -0.52
5 N -0.82


(8)
Formula: C3H9NO2
Source: OMol25
Level of theory: ωB97M-V/def2-TZVPD

Output
electronic energy: -8841.7014 eV
structure (SMILES): CC(N)=O.CO
total charge: 0
relative energy (zero: lowest compared OMol25 entry of this formula, charge and spin): 28.9 kcal/mol
strongest force on any atom: 2.2 eV Å⁻¹
HOMO: -9.771 eV
HOMO-LUMO gap: 10.67 eV

Cartesian coordinates (Å):
C 2.2523 0.7796 -0.2391
O 1.7537 2.0532 0.1390
H 2.1306 2.7479 -0.3828
H 1.3603 0.1551 -0.3709
H 2.7236 0.8921 -1.2299
H 3.0222 0.3499 0.3761
C -1.1027 -0.2507 1.1300
C -1.5812 -0.4509 -0.3296
O -1.4414 0.3993 -1.1734
N -1.8390 -1.7672 -0.6944
H -0.5343 0.6854 1.0889
H -0.4874 -1.0877 1.4693
H -2.2025 -2.0671 -1.5759
H -2.1009 -2.4387 0.0161
H -1.9532 -0.0001 1.7767

natural (NBO) atomic charge list, values in e, 5 entries:
1 C -0.25
2 O -0.73
3 H 0.47
4 H 0.18
5 H 0.16


(9)
Formula: C3H9NO2
Source: OMol25
Level of theory: ωB97M-V/def2-TZVPD

Output
electronic energy: -8839.4701 eV
structure (SMILES): C=CO.NCO
total charge: 0
relative energy (zero: lowest compared OMol25 entry of this formula, charge and spin): 80.4 kcal/mol
strongest force on any atom: 5.3 eV Å⁻¹
HOMO: -9.340 eV
HOMO-LUMO gap: 9.95 eV

Cartesian coordinates (Å):
C 3.6436 0.2587 0.6131
C 2.8436 1.3556 0.4852
O 1.6741 1.5759 1.1834
H 4.6347 0.3632 0.2882
H 3.3186 -0.7087 1.0440
H 3.1664 2.1464 -0.2015
H 1.7288 1.4294 2.0771
N -1.7870 -0.0872 -1.2419
C -2.9977 -0.9732 -0.9564
O -2.7425 -2.1004 -0.1275
H -1.2594 0.2611 -0.4076
H -2.3871 0.7296 -1.5215
H -3.3208 -1.2050 -1.8886
H -3.7571 -0.2471 -0.4536
H -2.0054 -1.8090 0.4587

natural (NBO) atomic charge list, values in e, 5 entries:
1 C -0.50
2 C 0.15
3 O -0.71
4 H 0.20
5 H 0.20


(10)
Formula: C3H9NO2
Source: OMol25
Level of theory: ωB97M-V/def2-TZVPD

Output
electronic energy: -8833.2097 eV
total charge: 0
relative energy (zero: lowest compared OMol25 entry of this formula, charge and spin): 224.7 kcal/mol
strongest force on any atom: 6.3 eV Å⁻¹
HOMO: -8.334 eV
HOMO-LUMO gap: 4.01 eV

Cartesian coordinates (Å):
C -1.9783 0.1708 -0.0481
C -1.4820 -0.2889 -1.2856
C -0.8849 1.0351 0.8698
N -1.0803 -0.4294 1.1214
H -2.9056 0.5324 0.4171
H -1.0822 0.3156 -2.0783
H -1.6732 -1.3715 -1.3318
H -1.0059 1.6325 1.7646
H 0.0470 1.3045 0.3464
H 2.1995 -1.5731 0.8217
H -0.4867 -0.9038 0.4394
O 1.6681 -0.7770 0.6988
H 2.1937 -0.2084 -0.2388
H 1.8178 0.8094 -1.5008
O 2.6236 0.4134 -1.1510

natural (NBO) atomic charge list, values in e, 5 entries:
1 C -0.34
2 C 0.08
3 C -0.22
4 N -0.45
5 H 0.32


(11)
Formula: C3H9NO2
Source: OMol25
Level of theory: ωB97M-V/def2-TZVPD

Output
electronic energy: -8841.9004 eV
structure (SMILES): CC(N)=O.CO
total charge: 0
relative energy (zero: lowest compared OMol25 entry of this formula, charge and spin): 24.3 kcal/mol
strongest force on any atom: 0.9 eV Å⁻¹
HOMO: -9.630 eV
HOMO-LUMO gap: 10.19 eV

Cartesian coordinates (Å):
C 0.7522 0.5090 -1.5573
C -0.7268 0.5469 -1.8169
O -1.2601 0.2531 -2.8678
N -1.5180 0.9411 -0.7623
H -2.4956 0.7745 -0.9273
H -1.2712 1.2113 0.1698
H 1.2101 -0.2149 -2.2078
H 0.9646 0.1656 -0.5576
H 1.1764 1.5014 -1.7094
C 0.8753 -0.8837 2.1269
O -0.1427 -1.1816 1.1713
H -0.9581 -1.2231 1.6941
H 0.6741 -1.3278 3.1003
H 0.8988 0.1749 2.4070
H 1.8208 -1.2468 1.7371

natural (NBO) atomic charge list, values in e, 5 entries:
1 C -0.72
2 C 0.68
3 O -0.61
4 N -0.84
5 H 0.39


(12)
Formula: C3H9NO2
Source: OMol25
Level of theory: ωB97M-V/def2-TZVPD

Output
electronic energy: -8839.1129 eV
total charge: 0
relative energy (zero: lowest compared OMol25 entry of this formula, charge and spin): 88.6 kcal/mol
strongest force on any atom: 4.3 eV Å⁻¹
HOMO: -8.950 eV
HOMO-LUMO gap: 9.88 eV

Cartesian coordinates (Å):
C 1.1602 0.3904 0.3661
N 1.1305 1.3782 -0.6620
O 1.5915 -0.8481 -0.1229
H 2.2917 -0.6929 -0.7710
H 0.3728 1.1964 -1.3150
H 0.9474 2.2946 -0.2684
H 1.8223 0.7624 1.1619
H 0.2332 -0.0247 1.2383
C -1.4229 -1.1209 -0.3722
C -1.1841 0.0628 0.5181
O -1.5941 1.1963 0.3462
H -0.9557 -0.3500 1.6655
H -1.4462 -0.7956 -1.4122
H -2.3498 -1.6227 -0.1034
H -0.5970 -1.8263 -0.2689

natural (NBO) atomic charge list, values in e, 5 entries:
1 C 0.09
2 N -0.83
3 O -0.74
4 H 0.48
5 H 0.37


(13)
Formula: C3H9NO2
Source: OMol25
Level of theory: ωB97M-V/def2-TZVPD

Output
electronic energy: -8841.5171 eV
structure (SMILES): CC(=O)O.CN
total charge: 0
relative energy (zero: lowest compared OMol25 entry of this formula, charge and spin): 33.2 kcal/mol
strongest force on any atom: 3.6 eV Å⁻¹
HOMO: -9.248 eV
HOMO-LUMO gap: 10.00 eV

Cartesian coordinates (Å):
C 1.6104 1.9629 -1.0758
N 1.7542 1.4384 0.2869
H 2.1874 0.5278 0.2061
H 2.3265 2.0185 0.8880
H -0.8650 -0.5965 -1.5263
H 0.9044 1.3920 -1.6915
H 2.6100 2.0258 -1.5159
H 1.0681 2.9168 -1.0391
C -1.7600 -2.1112 1.1733
C -1.7075 -1.0194 0.2051
O -0.8417 -1.2430 -0.8174
O -2.3467 -0.0140 0.3752
H -2.0516 -1.8824 2.2132
H -0.7556 -2.3805 1.5859
H -2.1328 -3.0351 0.7322

natural (NBO) atomic charge list, values in e, 5 entries:
1 C -0.41
2 N -0.84
3 H 0.35
4 H 0.36
5 H 0.50


(14)
Formula: C3H9NO2
Source: OMol25
Level of theory: ωB97M-V/def2-TZVPD

Output
electronic energy: -8840.5452 eV
structure (SMILES): NC(CO)CO
total charge: 0
relative energy (zero: lowest compared OMol25 entry of this formula, charge and spin): 55.6 kcal/mol
strongest force on any atom: 4.8 eV Å⁻¹
HOMO: -9.822 eV
HOMO-LUMO gap: 10.56 eV

Cartesian coordinates (Å):
C -0.6150 0.7631 0.6759
O -0.0694 1.2985 1.9136
C 0.4016 0.0278 -0.0375
C -0.0989 -0.2032 -1.4960
O -1.3477 -0.9600 -1.5132
N 1.0140 -1.2784 0.5334
H -1.1312 1.6363 0.2210
H -1.5322 0.1429 0.9808
H 0.5700 2.0213 1.6917
H 1.1820 0.8368 -0.1637
H -0.3356 0.8336 -2.0205
H 0.6713 -0.7009 -2.0264
H -1.0858 -1.8228 -1.0225
H 0.4099 -1.5033 1.3959
H 1.9671 -1.0918 0.8677

natural (NBO) atomic charge list, values in e, 5 entries:
1 C -0.10
2 O -0.74
3 C -0.12
4 C -0.06
5 O -0.73


(15)
Formula: C3H9NO2
Source: OMol25
Level of theory: ωB97M-V/def2-TZVPD

Output
electronic energy: -8842.8243 eV
structure (SMILES): CCC(N)=O.O
total charge: 0
relative energy (zero: lowest compared OMol25 entry of this formula, charge and spin): 3.0 kcal/mol
strongest force on any atom: 1.0 eV Å⁻¹
HOMO: -10.210 eV
HOMO-LUMO gap: 11.02 eV

Cartesian coordinates (Å):
C 1.4836 0.5991 -0.1635
C 0.7467 -0.4799 -0.9457
C -0.6726 -0.6380 -0.4746
N -1.1892 -1.8817 -0.6462
O -1.3521 0.2682 -0.0246
H 1.5508 0.3765 0.9032
H 2.5185 0.7363 -0.4872
H 0.9778 1.5492 -0.2850
H 1.2755 -1.4244 -1.0479
H 0.6533 -0.1132 -1.9757
H -0.6172 -2.6983 -0.8029
H -2.1682 -2.0176 -0.4181
H -1.0577 1.4965 1.4429
H -1.3951 2.4424 2.6057
O -0.7541 1.7850 2.3197

natural (NBO) atomic charge list, values in e, 5 entries:
1 C -0.61
2 C -0.50
3 C 0.69
4 N -0.82
5 O -0.65


(16)
Formula: C3H9NO2
Source: OMol25
Level of theory: ωB97M-V/def2-TZVPD

Output
electronic energy: -8836.0731 eV
total charge: 0
relative energy (zero: lowest compared OMol25 entry of this formula, charge and spin): 158.7 kcal/mol
strongest force on any atom: 3.5 eV Å⁻¹
HOMO (spin up / spin down): -8.303 / -8.302 eV
HOMO-LUMO gap (spin up / spin down): 8.64 / 8.64 eV

Cartesian coordinates (Å):
C -0.7763 0.3337 0.9539
C -0.3757 -0.7584 -1.5416
C 1.4693 0.6161 -0.5773
N 0.1725 -0.0008 -0.4417
O -0.0626 -0.7982 1.0538
O -1.3899 -0.3280 2.6518
H -0.7085 -0.1657 3.3187
H -1.7942 0.3362 0.5739
H -0.3826 1.2703 1.3427
H 1.4228 1.4020 -1.3402
H 0.3292 -1.5251 -1.8753
H -0.5913 -0.0864 -2.3802
H -1.3036 -1.2384 -1.2335
H 2.2212 -0.1203 -0.8748
H 1.7698 1.0628 0.3699

natural (NBO) atomic charge list, values in e, 5 entries:
1 C 0.22
2 C -0.43
3 C -0.42
4 N -0.17
5 O -0.31